one:
# C2H6NO2

2 unconnected molecules or ions with the total composition C2H6NO2 (ωB97M-V with the def2-TZVPD basis set, the OMol25 dataset).

Last column: Löwdin charge in e.
Element x y z (Å)
C 1.531 -0.994 1.819  0.156
N 0.678 -1.280 0.898  0.197
H 1.273 -0.004 2.335  0.152
H 2.018 -1.691 2.500  0.127
H 0.298 -0.587 0.259  0.066
H 1.005 -2.191 0.515  0.171
O -0.149 0.492 -0.981  0.002
C -0.984 1.125 -1.650  -0.203
O -1.913 2.079 -1.121  0.065
H -1.232 0.871 -2.694  0.151
H -2.525 2.179 -1.880  0.115

Calculated values
HOMO level: -15.45 eV
total charge: +1



two:
# C2H6NO2

A gas-phase ion, C2H6NO2 (charge +1) (ωB97M-V with the def2-TZVPD basis set, the OMol25 dataset).

Last column: Löwdin charge in e.
Element x y z (Å)
C 1.868 -0.517 0.001  0.118
O 0.493 0.118 0.119  -0.005
N -0.655 -0.177 -0.372  -0.257
C -1.608 0.783 0.162  0.091
O -0.944 -1.167 -0.904  0.284
H 2.473 0.001 -0.752  0.116
H 1.598 -1.561 -0.280  0.108
H 2.323 -0.585 1.003  0.120
H -1.824 1.535 -0.622  0.140
H -1.203 1.270 1.134  0.163
H -2.519 0.301 0.512  0.123

Calculated values
HOMO level: -17.99 eV
total charge: +1



Name the least stable of them. two.



one:
# C2H6NO2

2 unconnected molecules or ions with the total composition C2H6NO2 (ωB97M-V with the def2-TZVPD basis set, the OMol25 dataset).

Last column: Löwdin charge in e.
Element x y z (Å)
C -1.906 0.536 -1.405  0.147
N -1.357 -0.463 -0.840  0.176
H -1.642 1.508 -0.985  0.130
H -2.897 0.457 -1.868  0.126
H -1.766 -1.392 -0.758  0.159
H -0.372 -0.404 -0.423  0.085
O 0.912 0.272 0.156  0.039
C 1.823 0.172 0.945  -0.329
O 1.866 -0.741 1.873  0.154
H 2.751 0.753 0.785  0.165
H 2.588 -0.697 2.519  0.148

Calculated values
HOMO level: -15.59 eV
total charge: +1



two:
# C2H6NO2

A gas-phase ion, C2H6NO2 (charge +1) (ωB97M-V with the def2-TZVPD basis set, the OMol25 dataset).

Last column: Löwdin charge in e.
Element x y z (Å)
N -0.369 0.930 0.922  0.289
C 0.527 0.341 0.198  -0.322
O 1.740 0.555 -0.005  0.262
C 0.069 -0.939 -0.611  -0.108
O -1.306 -1.194 -0.788  -0.048
H -1.330 0.657 0.795  0.145
H -0.149 1.496 1.722  0.162
H 2.051 1.388 0.387  0.185
H 0.375 -0.953 -1.632  0.134
H 0.233 -1.870 0.039  0.188
H -1.840 -0.410 -1.027  0.113

Calculated values
HOMO level: -15.65 eV
total charge: +1



Name the least stable of them. two.



one:
# C4H6S2

A molecular structure, C4H6S2 (ωB97M-V with the def2-TZVPD basis set, the OMol25 dataset).

Last column: Löwdin charge in e.
Element x y z (Å)
C 2.203 -0.973 0.128  -0.339
C -0.253 0.419 0.108  -1.123
C -1.637 0.277 -0.019  -0.438
C -2.471 -0.735 0.078  -0.051
H 2.544 -0.718 1.227  0.096
H 2.603 -0.402 -0.628  -0.019
H 2.423 -1.985 -0.198  -0.002
H -2.160 1.279 0.103  0.114
H -2.295 -2.106 -0.212  0.173
H -3.541 -0.498 0.267  0.059
S 0.322 -1.231 -0.101  0.860
S 0.514 1.887 -0.045  0.671

Calculated values
HOMO level: -8.80 eV
total charge: 0



two:
# C4H6S2

C4H6S2 in the gas phase (ωB97M-V with the def2-TZVPD basis set, the OMol25 dataset).

Last column: Löwdin charge in e.
Element x y z (Å)
S -2.253 0.046 -0.146  0.609
C -0.607 0.082 0.053  -1.083
C 0.183 1.387 0.347  -0.264
C 1.593 1.194 -0.190  -0.250
C 1.980 -0.279 -0.266  -0.447
S 0.523 -1.305 0.161  0.870
H -0.369 2.195 -0.081  0.089
H 0.104 1.542 1.431  0.121
H 2.372 1.612 0.467  0.111
H 1.759 1.730 -1.090  0.097
H 2.290 -0.718 -1.225  0.072
H 2.635 -0.503 0.608  0.075

Calculated values
HOMO level: -8.52 eV
total charge: 0



Name the least stable of them. one.



one:
# C2HCl2FS

C2HCl2FS in the gas phase (ωB97M-V with the def2-TZVPD basis set, the OMol25 dataset).

Last column: Löwdin charge in e.
Element x y z (Å)
F 0.619 1.373 0.408  -0.107
C -0.013 0.099 0.254  -1.160
Cl -1.184 -0.006 1.639  0.593
Cl 1.076 -1.391 0.699  0.533
C -0.573 -0.093 -1.048  -0.646
S 0.061 0.765 -2.340  0.765
H -1.181 -0.895 -1.209  0.022

Calculated values
HOMO level: -9.84 eV
total charge: 0



two:
# C2HCl2FS

C2HCl2FS in the gas phase (ωB97M-V with the def2-TZVPD basis set, the OMol25 dataset).

Last column: Löwdin charge in e.
Element x y z (Å)
F -0.123 1.934 0.531  -0.122
C -0.057 0.566 0.113  -1.291
Cl -1.798 0.147 -0.190  0.607
Cl 0.853 0.588 -1.343  0.736
C 0.832 -0.342 0.885  -0.758
S 0.678 -1.976 0.870  0.695
H 1.688 0.347 1.372  0.133

Calculated values
HOMO level: -9.65 eV
total charge: 0



Name the least stable of them. one.